Computed, not measured: 3 unconnected molecules or ions with the total composition C3H7NO2, with ωB97M-V/def2-TZVPD.

E_HOMO ... -9.8 eV
DFT total energy ... -8804.4297 eV
E_LUMO ... 0.47 eV
ΔE to the lowest compared entry with this formula, charge and spin ... 6.0992 eV
Structure (SMILES) ... C=C=NO.[H][H].C=O

Geometry as ORCA input:
```
! RIJCOSX wB97M-V def2-TZVPD def2/J DEFGRID3
* xyz 0 1
C -1.2407 1.1940 -0.4122
C -1.3321 -0.0755 -0.1107
N -1.7058 -1.2281 0.1401
O -0.7268 -2.1639 0.4656
H -1.2788 1.9553 0.3607
H -1.0943 1.5127 -1.4395
H -1.2604 -2.9564 0.6120
H 0.7311 2.4309 -0.4776
H 1.3762 2.0874 -0.3566
C 1.5797 -0.5345 0.3538
O 2.3618 0.3772 0.2560
H 1.3151 -1.1860 -0.4999
H 1.0742 -0.7815 1.3048
*
```

***

Computed, not measured: a gas-phase ion, C7H14N (charge +1) in a non-equilibrium geometry, with ωB97M-V/def2-TZVPD.

E_HOMO ... -12.6 eV
DFT total energy ... -8966.6779 eV
E_LUMO ... -3.53 eV
ΔE to the lowest compared entry with this formula, charge and spin ... 2.3999 eV
Structure (SMILES) ... C=C(/C=C/C)CC[NH3+]

Geometry as ORCA input:
```
! RIJCOSX wB97M-V def2-TZVPD def2/J DEFGRID3
* xyz 1 1
C 1.6069 -0.4804 0.5433
C 0.4770 -0.1354 -0.0420
C 0.2923 0.6451 -1.2533
C 0.1732 1.9604 -1.0698
C -0.0712 2.9344 -2.1668
C -0.9212 -0.3706 0.5773
C -1.0750 -1.4187 1.6989
N -0.3084 -2.6635 1.2828
H 2.5261 -0.2076 0.0858
H 1.7436 -1.0240 1.4638
H 0.5584 0.3456 -2.3402
H 0.2943 2.3552 -0.0444
H -0.9093 2.5511 -2.7702
H -0.2995 3.8862 -1.6711
H 0.9710 3.1384 -2.5934
H -1.3727 0.5777 1.0915
H -1.4843 -0.5116 -0.3741
H -2.0963 -1.4819 2.0897
H -0.4864 -0.9008 2.5845
H 0.6341 -2.4065 0.7434
H 0.1731 -3.1938 2.0514
H -0.9845 -3.2926 0.9786
*
```

***

Computed, not measured: a gas-phase ion, C6H11N (charge +1) in a non-equilibrium geometry, with ωB97M-V/def2-TZVPD.

E_HOMO (spin up / spin down) ... -13.4 / -13.4 eV
DFT total energy ... -7879.4134 eV
E_LUMO (spin up / spin down) ... -4.96 / -7.96 eV
ΔE to the lowest compared entry with this formula, charge and spin ... 2.8706 eV

Geometry as ORCA input:
```
! RIJCOSX wB97M-V def2-TZVPD def2/J DEFGRID3
* xyz 1 2
C 2.4222 0.8254 -2.1475
N 0.9416 0.8606 -1.9220
C 0.5359 -0.1668 -0.8929
C -2.1850 -0.8123 3.1609
C -2.0799 -0.2455 1.9468
C -1.1085 -0.7009 0.9401
C -0.6126 0.2064 -0.0225
H 3.0716 0.6828 -1.3349
H 2.7118 1.7820 -2.4995
H 2.7460 0.0262 -2.7288
H 0.6403 0.4577 -2.8934
H 1.3587 -0.1174 -0.1465
H 0.3139 -1.1452 -1.2722
H -1.4248 -1.4110 3.5662
H -2.9425 -0.3973 3.7870
H -2.7680 0.6126 1.5599
H -0.8057 -1.7262 0.8992
H -0.8149 1.2689 0.0000
*
```

***

Computed, not measured: a molecular structure, C21H21FeO6PS, with ωB97M-V/def2-TZVPD.

E_HOMO (spin up / spin down) ... -11.7 / -11.9 eV
DFT total energy ... -88908.8049 eV
E_LUMO (spin up / spin down) ... -2.40 / -5.37 eV

Geometry as ORCA input:
```
! RIJCOSX wB97M-V def2-TZVPD def2/J DEFGRID3
* xyz 1 6
Fe 0.4804 0.0193 -0.9170
O -2.9075 -0.4660 -0.0503
C -1.9146 -0.8682 0.5009
O -0.7306 -0.3314 0.4656
C -1.9142 -2.1275 1.3778
P -0.2304 -2.4644 1.9631
C 0.0945 -4.1965 2.1960
C 0.4081 -4.9583 1.0679
C 0.6139 -6.3205 1.2027
C 0.5113 -6.9156 2.4529
C 0.2069 -6.1566 3.5756
C 0.0018 -4.7934 3.4565
C 0.2329 -1.4942 3.3527
C -0.5198 -0.3809 3.7496
C -0.1022 0.3743 4.8282
C 1.0711 0.0432 5.4976
C 1.8369 -1.0423 5.0900
C 1.4284 -1.8089 4.0158
H -2.2551 -2.9771 0.7845
H -2.6017 -2.0302 2.2226
H 0.5086 -4.4807 0.1003
H 0.8629 -6.9164 0.3358
H 0.6746 -7.9799 2.5551
H 0.1294 -6.6282 4.5454
H -0.2322 -4.2002 4.3306
H -1.4242 -0.1060 3.2233
H -0.6880 1.2248 5.1478
H 1.3944 0.6415 6.3386
H 2.7551 -1.2846 5.6063
H 2.0298 -2.6474 3.6882
C 1.4054 -3.8709 -7.2589
C 1.6808 -3.2652 -5.9149
C 2.2191 -4.0249 -4.8796
C 2.4743 -3.4684 -3.6375
C 2.1804 -2.1314 -3.4204
C 1.6602 -1.3462 -4.4412
C 1.4145 -1.9174 -5.6786
S 2.4636 -1.4673 -1.8173
O 3.7818 -1.7986 -1.3960
O 2.1652 0.0069 -1.9576
O 1.3665 -1.9535 -0.9304
H 1.8204 -4.8740 -7.3343
H 1.8355 -3.2633 -8.0554
H 0.3314 -3.9353 -7.4411
H 2.4567 -5.0664 -5.0537
H 2.9171 -4.0632 -2.8496
H 1.5106 -0.2861 -4.2832
H 1.0329 -1.3009 -6.4835
O -0.9744 -0.1312 -2.4700
H -0.7756 -0.3961 -3.3757
H -1.8331 0.3096 -2.4483
*
```

***

Computed, not measured: 2 unconnected molecules or ions with the total composition C7H10, with ωB97M-V/def2-TZVPD.

E_HOMO ... -8.7 eV
DFT total energy ... -7415.5979 eV
E_LUMO ... 1.15 eV
ΔE to the lowest compared entry with this formula, charge and spin ... 5.4369 eV
Structure (SMILES) ... C1=C2[C@H]3C[C@H]3[C@H]2C1.[H][H]

Geometry as ORCA input:
```
! RIJCOSX wB97M-V def2-TZVPD def2/J DEFGRID3
* xyz 0 1
C -0.5783 -1.0672 -0.9985
C -0.9033 0.2028 -0.6921
C -1.0860 1.1447 0.4881
C 0.0233 0.7770 1.4365
C 0.3660 1.5877 0.2208
C 0.3841 0.8016 -1.1208
C 0.8409 -0.6658 -1.4172
H -1.0188 -2.0375 -0.7848
H -1.9468 1.7362 0.7810
H 0.0514 1.3386 2.3681
H 0.3302 -0.2623 1.5312
H 0.7766 2.5876 0.3317
H 0.3732 1.4826 -1.9765
H 1.5804 -1.0341 -0.6944
H 1.1989 -0.8801 -2.4317
H 0.1180 -2.8528 1.3553
H -0.5521 -2.7503 1.6598
*
```